1.
The following is a DFT calculation (wB97M-V/def2-TZVPD) of one molecule with the formula C5H8N2.

```
15
Properties=species:S:1:pos:R:3:forces:R:3:mulliken_charge:R:1
H -2.376679 -0.759498 1.404192 -0.1 0.0 -0.1 0.242
N -1.499459 -0.999913 0.942951 -0.1 0.5 -0.1 -0.637
C -0.848552 0.051822 0.629435 -0.1 -0.1 0.0 0.791
C -1.293701 1.457057 0.943688 -0.1 0.1 0.0 -1.171
C 0.550043 -0.165602 0.121946 0.0 0.1 0.3 -0.559
C 0.848560 -1.648309 -0.139428 -0.1 0.4 -0.1 -0.509
C 1.075871 -0.808660 -1.097437 0.1 -0.2 0.2 0.159
N 1.689739 -0.467636 -2.273067 0.0 0.0 -0.1 -0.548
H -2.216665 1.444931 1.529833 0.1 0.1 -0.1 0.378
H -0.534765 2.009271 1.510087 0.0 -0.2 -0.1 0.301
H -1.469533 2.019005 0.021133 0.0 -0.1 0.0 0.273
H 1.253461 0.537528 0.601080 0.0 -0.5 0.4 0.339
H 0.375056 -2.532737 0.247707 0.6 -0.1 0.1 0.387
H 2.383637 -1.165305 -2.519402 -0.2 0.1 -0.2 0.273
H 2.119611 0.446698 -2.189834 -0.1 -0.1 -0.2 0.281
```
Positions in Å, forces in eV/Å.

Results
- HOMO (eV) = -8.01
- E_tot (hartree) = -304.714204
- LUMO level (eV) = 0.88
- multiplicity = 1



2.
The following is a DFT calculation (wB97M-V/def2-TZVPD) of an isolated ion of composition C8H15N2 and charge +1.

```
25
Properties=species:S:1:pos:R:3:forces:R:3:mulliken_charge:R:1
C -2.850087 0.069134 -0.123731 2.8 0.4 2.7 -1.263
C -1.365456 0.489688 -0.097928 4.0 -1.2 -1.2 0.534
C -0.997823 1.591156 0.867016 -1.3 -1.8 -1.1 -1.690
C -0.344759 -0.732638 0.311762 0.2 0.3 -4.0 -0.242
C -0.478184 -1.926974 -0.631979 -1.2 -0.3 -1.3 -1.450
N 1.100647 -0.286523 0.082433 -0.8 0.5 0.8 0.145
C 2.007430 -0.029271 1.073879 0.8 0.1 -1.6 -0.262
C 3.159509 0.428012 0.462522 0.3 0.0 3.5 -0.478
N 2.913435 0.479130 -0.856120 -1.1 -0.1 0.1 -0.020
C 1.651145 0.062441 -1.043179 1.2 0.4 0.0 -0.123
H -3.058761 -0.279983 0.937065 -0.3 0.7 -1.1 0.292
H -2.948885 -0.778006 -0.738292 -0.8 -0.5 -1.2 0.354
H -3.273298 1.019042 -0.359120 -1.5 0.0 -0.4 0.419
H -0.879363 0.879423 -1.102966 -1.6 -1.2 1.2 0.269
H -1.662900 2.336345 0.669877 -2.1 2.4 0.0 0.559
H -0.077065 2.042661 0.686534 1.9 0.2 0.2 0.331
H -1.214693 1.130958 1.776532 0.3 0.2 2.3 0.460
H -0.354018 -1.117577 1.287284 -0.4 0.1 1.7 0.392
H -0.063471 -1.802073 -1.656862 -0.3 0.3 0.7 0.321
H -1.496966 -2.282666 -0.767438 -0.6 0.9 -0.2 0.384
H -0.155578 -2.877907 -0.306233 1.6 -0.8 1.0 0.452
H 1.639742 -0.236082 2.024945 0.4 -0.1 1.7 0.462
H 4.072466 0.725454 1.020539 -0.7 -0.2 -1.1 0.367
H 3.449262 0.959320 -1.550239 0.4 -0.1 -0.3 0.269
H 1.227666 0.136933 -1.966310 -1.3 -0.2 -2.2 0.517
```
Positions in Å, forces in eV/Å.

Results
- HOMO (eV) = -14.08
- E_tot (hartree) = -423.056382
- LUMO level (eV) = -2.85
- multiplicity = 1
- charge = +1



3.
The following is a DFT calculation (wB97M-V/def2-TZVPD) of C4H13N3 as an isolated structure.

```
20
Properties=species:S:1:pos:R:3:forces:R:3:mulliken_charge:R:1
C -0.859675 1.561052 -0.419245 -1.2 0.6 1.3 -0.364
C -0.433446 -1.216472 0.292619 2.0 1.1 -2.0 -0.257
C 0.690310 -0.293901 -1.910489 -0.1 -0.6 0.3 -1.002
C -0.488929 -1.199508 1.799444 0.1 0.6 0.1 -1.204
N 0.361424 0.051525 -0.533721 -0.6 -1.7 1.4 0.258
N -1.328365 1.578402 0.807416 0.3 0.3 -0.4 -0.692
N 1.599315 0.308326 0.166979 -0.3 -0.4 0.1 -0.761
H -0.718139 2.094168 1.446991 -0.1 0.2 -0.3 0.176
H 2.069232 1.086027 -0.298467 -0.3 0.0 0.0 0.255
H 1.329389 0.633554 1.094098 0.0 0.1 -0.1 0.249
H -0.192714 2.337644 -0.826372 0.3 -0.4 0.1 0.271
H -1.570184 1.180206 -1.153744 0.2 -0.2 -0.2 0.337
H 0.180594 -2.057686 -0.046489 -0.2 0.0 0.0 0.336
H -1.418361 -1.272773 -0.159194 0.0 0.3 -0.1 0.319
H -0.220473 -0.592535 -2.427190 0.0 0.0 0.0 0.347
H 1.124600 0.565356 -2.430327 -0.1 0.1 0.2 0.337
H 1.417222 -1.111503 -1.947631 0.0 0.0 -0.1 0.347
H -1.085807 -0.364362 2.155730 0.0 0.0 0.0 0.343
H 0.507829 -1.165293 2.243039 0.0 0.0 0.0 0.327
H -0.963819 -2.122229 2.146554 0.1 0.0 -0.2 0.378
```
Positions in Å, forces in eV/Å.

Results
- HOMO (eV) = -7.56
- E_tot (hartree) = -324.340696
- LUMO level (eV) = 0.89
- multiplicity = 1



4.
The following is a DFT calculation (wB97M-V/def2-TZVPD) of C18H43NO4 as an isolated structure.

```
66
Properties=species:S:1:pos:R:3:forces:R:3:mulliken_charge:R:1
C 0.993896 2.226533 3.908260 0.3 -0.8 -0.1 -1.738
C 0.188706 3.169523 2.897200 0.9 -0.1 1.4 1.523
C 0.927356 3.262783 1.493770 -0.8 -0.6 0.8 -1.848
C 0.736516 2.102193 0.509630 -4.6 4.0 2.6 -0.156
C -0.741114 2.041093 0.226290 -0.7 0.0 1.3 -1.386
C -1.599744 1.806343 1.586680 -0.2 -1.4 -1.2 1.399
N -1.267874 2.783083 2.645390 2.6 1.0 -2.9 0.424
O -2.076424 2.628783 3.752880 0.2 0.3 0.6 -0.461
C -3.147204 2.102943 1.131700 1.5 -0.7 1.2 -1.926
C -1.396304 0.310063 2.198830 -2.0 2.6 3.7 -1.406
C 0.297466 4.576693 3.653080 0.2 0.1 -0.1 -1.920
H 0.503556 1.791703 4.779240 -1.2 -0.1 -0.5 0.427
H 1.829826 2.617363 4.488400 0.2 1.3 -0.6 0.431
H 1.510246 1.397603 3.424140 -0.4 -0.3 -0.5 0.308
H 0.445066 4.166253 1.120640 0.7 0.2 -0.7 0.387
H 2.017006 3.246123 1.515710 0.1 1.2 1.0 0.449
H 1.075126 1.185083 0.991670 -1.5 0.7 1.2 0.283
H 1.207186 2.358273 -0.439570 -0.5 0.9 1.1 1.016
H -0.900514 1.364493 -0.613290 -0.6 -0.8 0.6 0.225
H -1.048764 2.976543 -0.241020 0.0 0.5 0.4 0.544
H -3.805264 1.923823 1.981980 0.0 0.0 0.0 0.427
H -3.244204 3.146423 0.831990 0.2 0.0 0.1 0.480
H -3.505344 1.492313 0.302860 0.4 -0.2 0.0 0.342
H -1.872474 -0.492327 1.635340 -1.2 3.5 4.6 -0.429
H -0.459134 -0.211627 2.392860 1.1 1.1 -0.2 0.416
H -1.775264 0.290243 3.220640 -0.4 0.8 0.4 0.592
H 0.052446 4.451043 4.707730 -0.2 -0.1 0.0 0.421
H -0.119504 5.532373 3.335430 -1.6 -0.5 -0.8 0.406
H 1.288596 5.030283 3.647380 0.9 -1.2 0.1 0.452
H -2.399964 3.532573 3.762890 -0.6 0.0 0.7 0.383
C 2.140486 0.837423 -0.847710 0.9 -2.5 0.5 -1.254
C 2.784526 -0.548357 -0.986630 0.6 1.0 0.2 -0.096
C 1.959096 -1.787967 -0.520600 3.7 2.6 -1.8 -0.791
O 3.099986 -0.533647 -2.389090 0.1 -1.7 -0.5 -0.668
H 2.606066 1.709263 -1.307300 0.9 -0.4 -0.1 0.250
H 1.812296 1.118913 0.152870 4.0 -2.3 -2.1 0.308
H 1.121726 0.900853 -1.230080 -0.1 -1.1 -1.0 0.253
H 3.746096 -0.627297 -0.479450 0.2 0.6 0.0 0.445
H 2.040496 -2.060047 0.531750 -0.4 0.9 0.2 0.435
H 2.434196 -2.654067 -0.981300 0.1 0.2 0.1 0.323
H 0.946786 -1.719937 -0.918990 3.1 2.2 0.5 0.772
H 2.286956 -0.875087 -2.768550 -0.1 0.1 -0.5 0.270
C 1.580166 -2.726497 -4.591210 0.4 -0.3 -2.3 -1.482
C 0.498596 -2.940897 -3.616210 -0.5 -2.6 -0.3 0.948
C -0.649714 -4.008367 -3.953200 0.7 0.2 0.3 -1.378
O 1.209366 -3.463457 -2.480130 -1.1 -0.6 -0.5 -0.641
H 1.241676 -2.309707 -5.539800 0.1 0.8 0.2 0.379
H 1.983986 -3.671127 -4.955480 -0.1 -0.5 0.4 0.417
H 2.441706 -2.231597 -4.142960 -0.2 0.6 -0.3 0.426
H -0.024874 -2.012897 -3.386230 0.2 0.3 0.4 0.133
H -1.397494 -3.778527 -4.712210 0.0 0.9 0.1 0.378
H -1.131674 -4.166377 -2.988400 0.1 -0.1 -0.9 0.217
H -0.359774 -5.007227 -4.279280 1.0 0.1 0.1 0.377
H 2.141116 -3.560027 -2.690150 -0.1 0.1 -0.1 0.405
C -1.648734 -1.117517 0.412670 0.9 -4.1 -6.3 -0.082
C -1.309774 -2.568077 -0.025450 -0.3 0.4 -1.6 0.227
C -1.953144 -2.931967 -1.345230 -3.5 -1.3 1.4 -1.872
O 0.027046 -2.670697 -0.456780 -3.9 -2.6 2.9 -0.301
H -1.753244 -0.679327 -0.579890 0.4 0.9 0.0 0.278
H -0.858534 -0.683487 1.025270 0.8 -1.8 -3.2 -0.274
H -2.660294 -0.990257 0.798220 -0.2 -1.0 -0.5 0.443
H -1.507204 -3.258317 0.794720 0.0 -0.4 -0.2 0.418
H -1.793334 -2.305157 -2.222540 0.4 0.3 0.5 0.481
H -3.027044 -2.937867 -1.158750 -0.5 0.2 -0.4 0.459
H -1.765874 -3.975417 -1.598720 0.2 0.3 0.4 0.361
H 0.024436 -2.573867 -1.411880 -0.2 -0.9 0.1 -0.630
```
Positions in Å, forces in eV/Å.

Results
- HOMO (eV) = -8.05
- E_tot (hartree) = -1066.755593
- LUMO level (eV) = 0.66
- multiplicity = 1